Record 1
14
Properties=species:S:1:pos:R:3:mulliken_charge:R:1 method="wB97M-V/def2-TZVPD" e_lumo_ha=-0.1496 largest_force_ev_per_a=1.78 total_charge=+1 total_energy_ev=-7240.7355
C -0.85027 -0.96301 -2.14944 -0.79
N -0.25015 0.08395 1.17427 -0.19
C -0.95789 -0.32314 0.19209 0.10
N -0.91351 0.05560 -1.09050 -0.22
H -1.55625 -0.71612 -2.93267 0.30
H -1.04944 -1.94371 -1.75350 0.34
H 0.14870 -0.97584 -2.58065 0.29
H 0.52847 0.75354 1.30947 0.29
H -0.48013 -0.40051 2.03861 0.27
H -1.77565 -0.98733 0.49943 0.37
H -1.12090 0.98408 -1.41912 0.28
H 2.95213 1.47346 1.16367 0.33
H 2.80329 0.51567 2.29443 0.31
O 2.28883 0.90826 1.57821 -0.66



Record 2
16
Properties=species:S:1:pos:R:3:mulliken_charge:R:1 method="wB97M-V/def2-TZVPD" e_lumo_ha=0.0378 largest_force_ev_per_a=1.04 total_energy_ev=-7854.2317
C -1.41951 -0.52040 -0.72499 -1.20
C -0.85894 0.19092 0.49227 0.99
C -0.70996 1.70677 0.54580 -0.80
C 0.59749 1.61432 0.26871 -0.59
C 0.63073 0.12172 0.41617 0.59
C 1.47971 -0.86043 -0.33808 -1.29
N -0.11444 -0.31874 1.63615 -0.73
H -1.53530 -1.59167 -0.55142 0.29
H -2.36452 -0.08825 -1.03713 0.34
H -0.72478 -0.41186 -1.57837 0.27
H -1.35196 2.52450 0.86174 0.39
H 1.35694 2.32566 -0.03794 0.39
H 1.07866 -1.88121 -0.30479 0.35
H 1.59421 -0.58763 -1.39437 0.31
H 2.47656 -0.88391 0.11459 0.36
H -0.13488 -1.33978 1.63165 0.34



Record 3
127
Properties=species:S:1:pos:R:3:mulliken_charge:R:1 method="wB97M-V/def2-TZVPD" e_lumo_ha=-0.1002 largest_force_ev_per_a=0.84 total_charge=+1 total_energy_ev=-144072.7341
C 1.14176 1.16608 1.47087 -0.19
C 2.05352 2.33435 1.14729 0.33
O 2.70056 2.85997 2.00151 -0.58
N 2.17624 2.75114 -0.21014 0.03
C 3.37961 2.11704 -0.77704 -0.93
C 1.01615 2.51370 -1.05424 -0.58
C -0.21727 3.29578 -0.62192 -1.06
C -1.39142 2.94855 -1.52788 0.94
C -2.75421 3.49511 -1.10106 -1.59
C -3.53833 2.77353 -0.00920 -0.39
O -4.81215 3.40192 0.01117 -0.42
C -5.69733 2.80134 0.92604 -0.41
C -6.07959 1.45172 0.36330 -0.47
N -4.86762 0.58155 0.43426 0.51
F -4.65728 0.30479 1.76697 -0.17
C -3.62770 1.22979 -0.25411 -0.03
Br -2.09136 0.43136 0.59724 0.23
C -3.79512 0.79253 -1.71325 -0.66
C -3.42643 -0.66903 -1.87046 0.02
O -4.14190 -1.49852 -1.40236 -0.55
I -1.58671 -1.03958 -2.78292 0.24
H 1.50433 0.70809 2.38751 0.52
H 1.10600 0.42963 0.66605 -0.22
H 0.12669 1.52893 1.64998 0.06
H 3.53005 2.49371 -1.78855 0.37
H 4.24298 2.37668 -0.16918 0.39
H 3.28237 1.02386 -0.83724 0.14
H 0.78866 1.44041 -1.17902 0.06
H 1.29189 2.87426 -2.04981 0.62
H -0.45451 3.13853 0.43606 0.63
H 0.00101 4.36213 -0.73531 0.23
H -1.22325 3.38297 -2.51324 -0.29
H -1.41126 1.86828 -1.69672 -0.28
H -3.40971 3.56462 -1.97331 0.39
H -2.63551 4.51450 -0.72402 0.56
H -3.05621 2.90234 0.96632 0.77
H -5.21684 2.69274 1.90699 0.35
H -6.58477 3.41746 1.06865 0.17
H -6.27201 1.57277 -0.70267 0.24
H -6.90975 0.93592 0.84099 0.46
H -5.00386 -0.34848 -0.00909 0.54
H -4.85305 0.83327 -1.99029 0.43
H -3.24809 1.45366 -2.37663 0.54
C 2.36084 -2.28678 0.89045 -0.75
C 2.78962 -3.21593 -0.23814 -0.32
C 3.76824 -2.55572 -1.21338 -0.43
C 3.15917 -1.42190 -1.90896 0.24
N 2.68222 -0.52393 -2.44464 -0.52
H 1.82682 -1.41526 0.50308 -0.13
H 1.70081 -2.80105 1.58988 0.41
H 3.22598 -1.92741 1.45110 0.37
H 1.91333 -3.56486 -0.78917 0.32
H 3.28640 -4.09916 0.16385 0.12
H 4.11981 -3.27578 -1.95095 0.42
H 4.65493 -2.20245 -0.68435 0.34
C -10.85420 2.91932 -0.74584 -1.27
C -10.20906 2.42859 0.54307 0.11
C -10.09108 3.52838 1.60444 -0.47
C -9.21828 4.62106 1.17006 0.21
N -8.52713 5.46728 0.81585 -0.45
H -10.25919 3.70612 -1.21189 0.36
H -10.95974 2.10632 -1.46322 0.36
H -11.84902 3.32204 -0.55110 0.33
H -9.21320 2.02725 0.33002 -0.18
H -10.79289 1.61245 0.97089 0.35
H -9.69950 3.13282 2.54314 0.32
H -11.07503 3.94726 1.82330 0.38
C 5.41352 -6.74791 2.46840 -0.76
C 5.76888 -7.70304 1.33701 -0.49
C 6.72337 -7.07441 0.31674 -0.50
C 6.09678 -5.94563 -0.37219 0.24
N 5.60522 -5.05872 -0.91160 -0.40
H 4.88380 -5.86622 2.10039 0.05
H 4.77263 -7.23862 3.20201 0.27
H 6.30681 -6.40389 2.99242 0.30
H 4.86585 -8.03945 0.82360 0.34
H 6.25989 -8.59276 1.73289 0.33
H 7.03438 -7.80561 -0.42982 0.37
H 7.62998 -6.72081 0.81064 0.25
C -0.86984 7.50958 -3.54196 -0.65
C 0.22596 6.97387 -4.45213 -0.51
C -0.31290 6.11178 -5.60121 -0.44
C -0.96970 4.90267 -5.10883 0.27
N -1.46888 3.94119 -4.72596 -0.50
H -1.40590 6.69625 -3.04492 0.00
H -0.44097 8.14597 -2.76769 0.39
H -1.58782 8.09977 -4.10796 0.14
H 0.94408 6.39192 -3.87025 0.28
H 0.77886 7.80320 -4.89468 0.33
H 0.49746 5.80422 -6.26359 0.32
H -1.03606 6.67019 -6.19986 0.24
C 2.40446 -5.56331 5.29946 -1.02
C 2.88942 -6.28449 6.55022 -0.40
C 3.98703 -5.50926 7.28805 -0.46
C 5.19125 -5.36287 6.47020 0.27
N 6.13164 -5.24066 5.82335 -0.42
H 3.21254 -5.44636 4.57527 0.20
H 1.60102 -6.12044 4.81774 0.33
H 2.02472 -4.56908 5.54408 0.35
H 3.26727 -7.27439 6.28824 0.29
H 2.06116 -6.43538 7.24442 0.31
H 4.26443 -6.01208 8.21534 0.29
H 3.63570 -4.51066 7.55568 0.28
C 10.09434 -9.01264 4.17725 -0.98
C 10.48881 -10.34133 3.54683 -0.40
C 10.69497 -10.23694 2.03083 -0.46
C 9.46123 -9.86993 1.33595 0.23
N 8.49422 -9.57272 0.79337 -0.41
H 9.13962 -8.65665 3.78642 0.21
H 9.99386 -9.11036 5.25756 0.32
H 10.84573 -8.24577 3.98004 0.30
H 9.72767 -11.09608 3.75199 0.30
H 11.42032 -10.70438 3.98349 0.30
H 11.04749 -11.18205 1.61574 0.30
H 11.44853 -9.48147 1.79919 0.27
C -6.68589 8.92267 -5.50348 -1.17
C -6.11846 7.86503 -4.56680 -0.49
C -4.66085 8.14075 -4.17921 -0.22
C -3.76906 8.09224 -5.33748 0.28
N -3.09646 8.04670 -6.26722 -0.50
H -6.14061 8.94607 -6.44786 0.35
H -7.73242 8.71977 -5.72772 0.34
H -6.62638 9.91574 -5.05464 0.31
H -6.18303 6.87879 -5.03051 0.30
H -6.70252 7.82434 -3.64568 0.33
H -4.30335 7.41094 -3.45012 0.16
H -4.56723 9.12702 -3.71977 0.34